Molecular formula: C4H8N2O2
Method: DFT, ωB97M-V/def2-TZVPD

Atoms and positions in Å:
H 1.303 0.526 0.757
H 1.199 -1.320 -0.984
H -0.554 -1.610 -0.557
H 0.790 1.874 -0.816
C 0.483 -0.196 0.788
C -0.757 0.342 1.475
N 1.041 -1.431 1.467
H -0.608 0.367 2.560
O -0.843 -0.135 -2.625
H 0.011 2.109 -2.337
N 0.217 1.500 -1.553
H -1.004 1.341 1.102
H -1.637 -0.280 1.276
C 0.286 -0.909 -0.545
C -0.209 0.216 -1.644
O 0.282 -2.394 1.634

total charge: 0
orbital gap (alpha / beta): 0.3254 / 0.3253 Ha
ΔE to the lowest compared entry with this formula, charge and spin: 84.2 kcal/mol
SMILES: C[C@H](CC(N)=O)N=O
lowest unoccupied orbital energy (alpha / beta): -0.22 / -0.22 eV
HOMO energy (alpha / beta): -9.08 / -9.07 eV
energy: -11350.461 eV